No. 1
DFT (ωB97M-V with the def2-TZVPD basis set) results for a 3-piece molecular cluster, C2H11NO2S overall at a distorted geometry.

CARTESIAN COORDINATES (ANGSTROEM)
C: -1.0432 0.2872 -0.3637
C: -1.2626 -1.2297 -0.2178
S: -1.7991 -1.6530 1.4385
N: -1.1840 0.6601 -1.7309
H: -1.7343 0.8538 0.2700
H: 0.0179 0.5407 -0.1445
H: -2.1636 -1.4599 -0.7970
H: -0.4243 -1.7836 -0.5867
H: -0.9633 -0.8579 2.1264
H: -0.9637 1.6223 -1.9837
H: -0.8488 -0.0066 -2.4403
H: 2.4838 0.8813 -0.1685
H: 2.4672 -0.5464 -0.6035
O: 2.7993 0.3162 -0.8892
H: 2.1098 0.2303 1.9685
H: 1.1531 1.3763 2.4206
O: 1.3560 0.7689 1.7017

Cartesian forces, eV/Å:
-0.35 -0.88 -0.83
-1.06 0.85 0.14
0.02 0.04 0.35
1.49 -0.03 0.06
0.28 0.29 0.03
-0.10 0.18 0.49
0.30 -0.23 -0.19
0.50 -0.39 -0.12
0.17 -0.11 -0.09
-0.63 0.21 -0.06
-0.50 0.10 0.20
0.26 0.21 -0.14
0.36 -0.06 -0.27
-0.73 -0.15 0.39
-0.03 0.14 0.31
0.23 -0.04 0.11
-0.21 -0.14 -0.37

Energy = -18663.6509 eV
LUMO level (alpha / beta) = -3.4 / -8.6 eV
Net charge = +1
Frontier orbital gap (alpha / beta) = 10.21 / 4.74 eV
Multiplicity = 2
<S²> = 0.755
ΔE to the lowest compared entry with this formula, charge and spin = 0.0 kJ/mol

---

No. 2
DFT (ωB97M-V with the def2-TZVPD basis set) results for one molecule with the formula C4H9NO2.

CARTESIAN COORDINATES (ANGSTROEM)
C: -2.5547 0.0048 -0.1848
C: -1.1107 0.4884 -0.3014
C: -0.2180 -0.1638 0.7421
O: 1.1258 0.3243 0.6409
C: 1.9809 -0.4466 -0.0681
O: 1.7051 -1.5108 -0.5792
N: 3.2155 0.1350 -0.0940
H: -2.9572 0.1890 0.8187
H: -3.2030 0.5198 -0.9005
H: -2.6282 -1.0708 -0.3812
H: -0.7140 0.2551 -1.2966
H: -1.0613 1.5776 -0.1807
H: -0.5460 0.0927 1.7543
H: -0.2089 -1.2511 0.6285
H: 3.8772 -0.2530 -0.7459
H: 3.2976 1.1094 0.1477

Cartesian forces, eV/Å:
-0.06 -0.03 0.02
0.04 0.02 -0.03
-0.23 -0.08 0.04
0.12 -0.09 -0.08
0.01 -0.16 -0.12
0.08 0.39 0.18
0.02 0.01 -0.10
0.07 -0.02 -0.14
0.11 -0.08 0.10
0.02 0.15 0.04
-0.04 0.02 0.12
-0.01 -0.15 -0.01
0.03 -0.03 -0.14
-0.04 0.14 0.03
-0.10 0.04 0.09
-0.03 -0.15 0.00

Energy = -9879.9141 eV
LUMO level = 0.9 eV
Frontier orbital gap = 11.33 eV
Structure (SMILES) = CCCOC(N)=O
Multiplicity = 1
ΔE to the lowest compared entry with this formula, charge and spin = 14.1 kJ/mol

---

No. 3
DFT (ωB97M-V with the def2-TZVPD basis set) results for a 11-piece molecular cluster, H20NO13 overall at a distorted geometry.

CARTESIAN COORDINATES (ANGSTROEM)
N: 12.9810 3.3880 10.1130
O: 12.0190 2.6630 9.6530
O: 14.1240 3.1390 9.6190
O: 12.7780 4.5620 10.6320
O: 9.4470 2.4270 9.7550
H: 10.3690 2.5810 9.5200
H: 9.4600 2.1050 10.6550
O: 10.4840 4.1120 12.2940
H: 11.3790 4.0560 11.9610
H: 10.1600 4.9650 12.1390
O: 15.1080 6.1440 10.1610
H: 14.9480 6.9740 10.6540
H: 14.4490 5.5920 10.5340
O: 11.7010 0.3030 11.0440
H: 11.7530 1.1840 10.6420
H: 11.1820 -0.1310 10.3300
O: 15.6780 3.4230 12.1540
H: 15.8770 3.6530 11.2630
H: 14.7210 3.2730 12.2260
O: 13.9990 0.5820 8.3090
H: 14.9320 0.7860 8.2310
H: 13.4810 1.4520 8.4050
O: 16.7300 4.1630 9.1920
H: 16.4600 3.3190 8.8700
H: 15.9620 4.6640 9.3170
O: 11.6130 4.9930 7.7310
H: 10.7890 4.7160 8.2060
H: 12.3080 5.2140 8.3560
O: 12.6430 2.7380 6.6490
H: 13.4090 3.3280 6.4650
H: 12.2450 3.3940 7.2600
O: 11.0290 6.8080 10.4410
H: 10.6060 7.0870 11.2710
H: 11.3300 5.9140 10.4990

Cartesian forces, eV/Å:
0.81 1.08 -4.85
1.76 1.36 2.09
-1.75 0.48 2.23
-0.02 -2.54 0.30
-0.90 -0.08 -0.67
-0.15 0.06 0.36
0.18 0.09 0.33
0.03 -2.16 1.04
0.27 0.35 -0.32
-0.52 1.77 -0.51
0.67 2.03 0.07
0.42 -0.52 -0.60
-1.37 -1.36 0.54
-0.98 -0.37 -0.89
0.40 0.00 0.27
0.56 0.00 0.82
-0.54 -0.36 1.78
0.09 0.24 -1.30
0.65 0.11 -0.34
-1.30 0.97 0.13
-0.11 0.40 0.09
1.48 -1.81 -0.38
2.54 -0.58 -0.03
-0.41 -0.82 -0.30
-1.78 1.33 0.23
-1.13 -0.26 -0.03
1.29 0.54 -0.19
-0.30 0.17 0.54
1.07 1.38 0.30
-0.26 -1.06 -0.44
-0.73 -0.57 -0.27
-0.73 1.67 0.06
0.42 -0.50 -0.49
0.35 -1.05 0.44

Energy = -28431.2824 eV
LUMO level = 2.3 eV
Net charge = -1
Frontier orbital gap = 9.73 eV
Multiplicity = 1
ΔE to the lowest compared entry with this formula, charge and spin = 206.6 kJ/mol

---

No. 4
DFT (ωB97M-V with the def2-TZVPD basis set) results for a 2-piece molecular cluster, C5H14 overall at a distorted geometry.

CARTESIAN COORDINATES (ANGSTROEM)
C: -2.1479 1.6605 -1.1963
C: -2.6006 2.5177 -0.0140
H: -1.6298 2.2822 -1.9259
H: -1.4655 0.8634 -0.9286
H: -3.0324 1.2452 -1.6895
H: -1.8294 3.2270 0.2731
H: -2.7882 1.9124 0.8730
H: -3.4923 3.0872 -0.2438
C: 2.1538 -0.3488 0.2850
C: 1.4280 -1.6052 -0.1600
C: 1.4519 -2.6230 0.9734
H: 3.1532 -0.6251 0.6562
H: 2.4214 0.3580 -0.4957
H: 1.6782 0.1338 1.1333
H: 0.3793 -1.4102 -0.3683
H: 1.8647 -2.0374 -1.0651
H: 0.8418 -3.5062 0.8115
H: 1.1466 -2.1541 1.9086
H: 2.4672 -2.9774 1.1732

Cartesian forces, eV/Å:
-0.48 0.50 -0.23
0.50 -0.27 0.26
-0.04 -0.01 -0.13
0.03 -0.19 0.20
0.27 -0.20 0.00
0.13 0.13 0.02
-0.20 -0.04 -0.04
-0.20 0.07 -0.07
1.29 -0.25 0.08
-0.22 -0.28 0.31
0.56 -0.15 0.35
-0.18 -0.19 0.08
-0.63 0.23 -0.21
-0.30 0.22 -0.12
-0.13 0.27 -0.28
0.02 0.13 0.06
-0.20 -0.01 -0.16
-0.27 0.03 0.03
0.06 0.01 -0.16

Energy = -5411.8909 eV
LUMO level = 1.1 eV
Frontier orbital gap = 12.49 eV
Structure (SMILES) = CCC.CC
Multiplicity = 1
ΔE to the lowest compared entry with this formula, charge and spin = 15.3 kJ/mol

---

No. 5
DFT (ωB97M-V with the def2-TZVPD basis set) results for an isolated ion of composition C4H8NO2 and charge -1.

CARTESIAN COORDINATES (ANGSTROEM)
C: 0.4346 0.1437 1.0019
C: 0.6130 -0.9648 -0.0347
C: 1.5115 -0.6538 -1.1905
O: 2.3043 0.2469 -1.3136
N: -0.5578 1.1510 0.6774
C: -1.9476 0.6035 0.7699
O: -2.2108 -0.4310 -0.0242
H: 0.1327 -0.2959 1.9523
H: 1.4028 0.6211 1.2152
H: 1.0836 -1.8361 0.4345
H: -0.3676 -1.2530 -0.4443
H: 1.4189 -1.3896 -2.0134
H: -0.4591 1.4727 -0.2804
H: -2.5949 1.4929 0.5972
H: -2.0579 0.4020 1.8678

Cartesian forces, eV/Å:
0.18 0.32 -0.08
0.33 0.25 -0.18
-0.18 -0.24 0.07
0.06 0.31 0.13
-0.07 0.30 0.20
-0.09 -0.13 0.00
-0.16 -0.13 -0.02
-0.19 -0.18 0.05
-0.05 -0.04 -0.22
-0.06 -0.30 -0.03
-0.02 0.03 0.32
0.02 -0.15 -0.17
0.26 -0.12 -0.04
-0.05 0.19 -0.10
0.02 -0.14 0.07

Energy = -9862.2256 eV
LUMO level = 3.9 eV
Net charge = -1
Frontier orbital gap = 6.58 eV
Structure (SMILES) = O=CCCNC[O-]
Multiplicity = 1
ΔE to the lowest compared entry with this formula, charge and spin = 247.1 kJ/mol

---

No. 6
DFT (ωB97M-V with the def2-TZVPD basis set) results for one molecule with the formula C7H12Se at a distorted geometry.

CARTESIAN COORDINATES (ANGSTROEM)
C: -1.3935 1.9210 -0.0501
C: -0.3100 1.1105 0.0385
C: -2.7521 1.4141 -0.5344
C: -0.2275 -0.1944 -0.4675
C: 2.1435 -0.5979 -0.6112
C: 0.9514 -1.3098 1.4018
C: 0.8367 -1.1316 -0.1393
Se: -2.8095 -0.6429 0.1811
H: -1.2643 2.9368 0.2235
H: 0.6736 1.4355 0.5383
H: -3.6646 1.9455 -0.4831
H: -2.5768 1.0075 -1.5186
H: -0.4639 -0.1951 -1.5426
H: 2.5217 0.1778 0.1368
H: 2.0438 -0.3160 -1.5794
H: 2.8410 -1.3517 -0.5679
H: 1.8437 -1.9025 1.6531
H: 0.0874 -1.8133 1.7814
H: 0.9934 -0.3475 1.9246
H: 0.5259 -2.1461 -0.3849

Cartesian forces, eV/Å:
-0.26 -0.92 -0.01
0.98 2.36 1.44
2.95 -3.23 0.21
-3.11 -0.76 -1.76
-0.07 0.94 2.87
0.41 0.40 -0.07
-0.70 -1.20 3.66
1.69 1.67 -0.68
-0.13 0.85 0.40
-1.71 0.10 -0.74
-0.56 0.67 0.58
-0.37 0.58 -0.74
-0.33 -0.37 0.30
-0.61 -0.57 -1.44
0.22 1.55 -2.94
1.75 -1.87 0.04
-0.23 0.22 -0.07
-0.59 -0.40 0.26
0.20 -0.10 -0.08
0.46 0.07 -1.23

Energy = -72796.1449 eV
LUMO level (alpha / beta) = -0.9 / -0.9 eV
Frontier orbital gap (alpha / beta) = 7.06 / 7.04 eV
Multiplicity = 1
ΔE to the lowest compared entry with this formula, charge and spin = 210.6 kJ/mol

---

No. 7
DFT (ωB97M-V with the def2-TZVPD basis set) results for a 2-piece molecular cluster, C3H8S overall at a distorted geometry.

CARTESIAN COORDINATES (ANGSTROEM)
C: -1.8855 1.7798 1.8919
S: -2.3954 0.0200 1.7841
H: -1.6756 2.1385 2.8848
H: -1.1659 2.0080 1.1159
H: -2.7891 2.2783 1.5774
H: -1.6137 -0.3584 0.7686
C: 2.5870 -1.3487 -1.7679
C: 1.2813 -1.3152 -1.5823
H: 3.0199 -1.0250 -2.7089
H: 3.2819 -1.5463 -0.9611
H: 0.5580 -1.2902 -2.3911
H: 0.7970 -1.3407 -0.6115

Cartesian forces, eV/Å:
-1.22 -0.30 -1.03
0.28 -0.05 0.39
0.59 -0.29 0.26
0.47 0.01 0.37
-0.22 0.53 -0.02
0.10 0.10 0.02
0.23 0.59 0.04
-0.78 -0.19 0.10
-0.01 -0.69 -0.17
-0.05 0.28 0.10
0.27 0.52 -0.20
0.33 -0.52 0.15

Energy = -14074.4728 eV
LUMO level = 0.9 eV
Frontier orbital gap = 9.95 eV
Structure (SMILES) = C=C.CS
Multiplicity = 1
ΔE to the lowest compared entry with this formula, charge and spin = 139.8 kJ/mol

---

No. 8
DFT (ωB97M-V with the def2-TZVPD basis set) results for a 2-piece molecular cluster, C6H14O overall at a distorted geometry.

CARTESIAN COORDINATES (ANGSTROEM)
C: -0.5838 1.8443 0.0467
C: -0.6099 1.6129 1.5542
C: -1.0172 0.1752 1.9132
C: -0.3480 -0.8542 1.0551
C: -0.9497 -1.7902 0.3383
C: -0.2446 -3.0360 -0.1432
H: 0.2208 1.3496 -0.4976
H: -0.5876 2.8404 -0.3522
H: -1.4978 1.4915 -0.4376
H: -1.3511 2.3600 1.8659
H: 0.3385 1.9698 1.9708
H: -2.1087 0.1369 1.9484
H: -0.6954 -0.0333 2.9419
H: 0.7280 -0.9495 1.2086
H: -2.0302 -1.9008 0.2930
H: -0.5754 -3.8724 0.4679
H: 0.8341 -2.9413 -0.1152
H: -0.5162 -3.2799 -1.1759
H: 3.6132 1.7051 -3.5029
H: 3.7341 1.1904 -4.9580
O: 3.6470 1.9814 -4.4214

Cartesian forces, eV/Å:
-0.30 -0.80 -1.26
-0.19 1.37 -0.91
0.43 0.73 0.40
-0.38 -0.33 0.46
0.22 -1.09 0.42
-0.34 0.46 -0.70
0.14 -0.25 0.26
0.39 1.06 0.66
-0.16 -0.55 0.26
-0.01 -0.43 0.65
-0.03 -0.48 0.15
0.06 -0.37 -0.44
-0.07 0.09 -0.04
-0.03 0.19 -0.23
-0.07 0.59 -0.07
0.13 -0.17 0.10
0.22 -0.02 0.20
-0.02 0.02 0.07
0.01 -0.19 -0.02
0.00 -0.13 0.14
-0.01 0.32 -0.12

Energy = -8495.5952 eV
LUMO level = 0.8 eV
Frontier orbital gap = 10.02 eV
Structure (SMILES) = C/C=C/CCC.O
Multiplicity = 1
ΔE to the lowest compared entry with this formula, charge and spin = 125.2 kJ/mol

---

Question: Look up the energy of the seventh one.
Answer: -14074.4728 eV

---

Repeat the second record exactly.
DFT (ωB97M-V with the def2-TZVPD basis set) results for one molecule with the formula C4H9NO2.

CARTESIAN COORDINATES (ANGSTROEM)
C: -2.5547 0.0048 -0.1848
C: -1.1107 0.4884 -0.3014
C: -0.2180 -0.1638 0.7421
O: 1.1258 0.3243 0.6409
C: 1.9809 -0.4466 -0.0681
O: 1.7051 -1.5108 -0.5792
N: 3.2155 0.1350 -0.0940
H: -2.9572 0.1890 0.8187
H: -3.2030 0.5198 -0.9005
H: -2.6282 -1.0708 -0.3812
H: -0.7140 0.2551 -1.2966
H: -1.0613 1.5776 -0.1807
H: -0.5460 0.0927 1.7543
H: -0.2089 -1.2511 0.6285
H: 3.8772 -0.2530 -0.7459
H: 3.2976 1.1094 0.1477

Cartesian forces, eV/Å:
-0.06 -0.03 0.02
0.04 0.02 -0.03
-0.23 -0.08 0.04
0.12 -0.09 -0.08
0.01 -0.16 -0.12
0.08 0.39 0.18
0.02 0.01 -0.10
0.07 -0.02 -0.14
0.11 -0.08 0.10
0.02 0.15 0.04
-0.04 0.02 0.12
-0.01 -0.15 -0.01
0.03 -0.03 -0.14
-0.04 0.14 0.03
-0.10 0.04 0.09
-0.03 -0.15 0.00

Energy = -9879.9141 eV
LUMO level = 0.9 eV
Frontier orbital gap = 11.33 eV
Structure (SMILES) = CCCOC(N)=O
Multiplicity = 1
ΔE to the lowest compared entry with this formula, charge and spin = 14.1 kJ/mol

---

Question: ΔE to the lowest compared entry with this formula, charge and spin of number 7 (C3H8S)?
Answer: 139.8 kJ/mol